Entry 1:
Density functional theory data (the ωB97M-V functional and the def2-TZVPD basis) for C6H13N3O3 in the gas phase at a distorted geometry.

Last column: natural (NBO) charge in e.
Element x y z (Å)
1 N -2.00288 1.30077 -0.92445  -0.8394
2 C -1.32136 1.41409 0.28602  0.6995
3 O -0.64492 2.36443 0.66614  -0.6531
4 C -1.61577 0.20263 1.17596  -0.5114
5 C -0.43619 -0.85039 1.29829  -0.3915
6 C 0.07845 -1.37452 -0.05678  -0.0450
7 N -1.01701 -1.74754 -0.95016  -0.8695
8 C 1.08408 -0.53847 -0.84271  -0.5201
9 C 2.27954 -0.09245 0.02465  0.6593
10 O 3.06971 -0.82135 0.62929  -0.6170
11 N 2.41395 1.25380 0.18852  -0.3281
12 O 1.88660 2.17133 -0.69871  -0.5707
13 H -2.10266 0.34839 -1.24465  0.4213
14 H -1.76485 2.04790 -1.57468  0.3948
15 H -2.42895 -0.30889 0.71121  0.2062
16 H -1.86373 0.46353 2.24456  0.2434
17 H -0.93999 -1.75088 1.76992  0.2065
18 H 0.36741 -0.52670 1.98527  0.2382
19 H 0.69753 -2.27056 0.26888  0.1871
20 H -0.61497 -2.22423 -1.75534  0.3695
21 H -1.72003 -2.40363 -0.52720  0.3710
22 H 0.66418 0.34292 -1.30652  0.2358
23 H 1.46278 -1.20541 -1.64840  0.2308
24 H 3.30333 1.56488 0.50479  0.3789
25 H 1.16575 2.64035 -0.22392  0.5038

Its spin multiplicity is 1. Its SMILES is NC(=O)CC[C@@H](N)CC(=O)NO. Its lowest unoccupied orbital energy is 0.67 eV. The energy comes out at -626.395301 Ha. The value obtained for the energy relative to the best compared isomer or geometry (same formula, charge and spin) is 19.1 kcal per mole. The value obtained for the HOMO energy is -9.6 eV.

---

Entry 2:
Density functional theory data (the ωB97M-V functional and the def2-TZVPD basis) for CH2O2S in the gas phase at a distorted geometry.

Last column: natural (NBO) charge in e.
Element x y z (Å)
1 C 0.05027 0.30959 0.31779  -0.1837
2 O 1.78438 2.69464 0.25279  -0.8234
3 O -0.45116 1.10915 1.28522  -0.5903
4 S 1.18362 1.35033 1.26731  1.1908
5 H 0.07942 -0.76259 0.44167  0.1897
6 H 0.08314 0.48708 -0.77143  0.2170

Its spin multiplicity is 1. Its lowest unoccupied orbital energy is -0.07 eV. The energy comes out at -587.826238 Ha. The value obtained for the energy relative to the best compared isomer or geometry (same formula, charge and spin) is 100.7 kcal per mole. The value obtained for the HOMO energy is -9.9 eV.

---

Entry 3:
Density functional theory data (the ωB97M-V functional and the def2-TZVPD basis) for C2H14CdO6 as an isolated structure at a distorted geometry.

Last column: natural (NBO) charge in e.
Element x y z (Å)
1 Cd 0.15962 -0.12850 -0.14048  1.7495
2 C 1.80800 0.26628 2.83547  -0.1894
3 O 1.41392 0.06291 1.54647  -1.0794
4 H 2.46490 1.15320 2.93992  0.1225
5 H 0.95852 0.42452 3.53269  0.1102
6 H 2.39155 -0.58612 3.24002  0.1186
7 C -1.73689 0.27524 -2.57775  -0.2101
8 O -1.20699 -0.66781 -1.73037  -1.0377
9 H -2.77725 0.56445 -2.32155  0.1211
10 H -1.17927 1.24543 -2.59614  0.0924
11 H -1.74603 -0.07012 -3.62749  0.1360
12 O 1.80514 0.52318 -1.40363  -0.9824
13 H 2.68786 0.17244 -1.25795  0.5067
14 H 1.86329 1.12511 -2.14837  0.4964
15 O 0.86525 -2.32243 -0.26336  -0.9735
16 H 0.93527 -2.90799 0.49368  0.4949
17 H 0.74025 -2.87228 -1.04086  0.4950
18 O -0.83486 1.94893 0.25515  -0.9650
19 H -1.66984 1.94668 0.73028  0.4950
20 H -0.84528 2.73462 -0.29658  0.4881
21 O -1.71889 -0.79864 1.14856  -0.9794
22 H -1.94955 -0.92618 2.07130  0.4876
23 H -2.42874 -1.16291 0.61097  0.5029

Its spin multiplicity is 1. Its lowest unoccupied orbital energy is 0.17 eV. The energy comes out at -703.700135 Ha. The value obtained for the energy relative to the best compared isomer or geometry (same formula, charge and spin) is 12.6 kcal per mole. The value obtained for the HOMO energy is -7.3 eV.

---

Entry 4:
Density functional theory data (the ωB97M-V functional and the def2-TZVPD basis) for a 2-piece molecular cluster, C15H18O overall at a distorted geometry.

Last column: Mulliken spin population.
Element x y z (Å)
1 C -2.30741 -0.79534 0.29908  0.0773
2 C -2.94561 -2.15721 0.50381  -0.0010
3 C -1.18198 -0.84511 -0.74007  -0.6377
4 C -0.12611 -1.67752 -0.44093  0.4051
5 C -1.26877 -0.03071 -1.86459  0.4593
6 C 1.03252 -1.69941 -1.35700  0.3069
7 C -0.14160 0.06256 -2.69343  0.2554
8 C 0.91676 -0.84378 -2.43773  -0.1004
9 O 1.98081 -0.73350 -3.30283  -0.0382
10 H -3.06769 -0.01764 0.13158  0.0265
11 H -1.83883 -0.55129 1.24910  -0.0179
12 H -3.86463 -2.13953 1.10036  -0.0125
13 H -0.09291 -2.43035 0.34149  0.0363
14 H -2.06404 0.71286 -1.89143  0.1179
15 H 1.95516 -2.25206 -1.29175  0.0415
16 H -0.11585 0.77991 -3.50173  -0.0083
17 H 2.01737 -0.02663 -3.93034  0.0193
18 H -2.25304 -2.96532 0.68847  0.0069
19 H -3.52409 -2.43096 -0.43807  0.0011
20 C 2.74525 -0.00054 1.89299  0.0182
21 C -0.29347 2.22858 2.07817  0.0052
22 C 0.82805 1.56431 2.49107  0.0115
23 C -0.47266 2.57109 0.70687  0.0019
24 C 1.71675 1.00095 1.54372  0.0489
25 C 0.43943 2.03538 -0.17977  0.0892
26 C 1.47491 1.17504 0.21198  -0.1469
27 H -1.13509 2.58606 2.66402  -0.0017
28 H 0.84919 1.14518 3.48803  -0.0047
29 H -1.24229 3.24801 0.37981  0.0099
30 H 0.49281 2.39058 -1.21372  -0.0259
31 H 2.65755 -0.39498 2.92048  -0.0082
32 H 3.66120 0.60089 1.74119  -0.0024
33 H 2.16006 0.83016 -0.56265  0.0553
34 H 3.00825 -0.93969 1.41382  0.0124

Its spin multiplicity is 2. Its lowest unoccupied orbital energy (alpha / beta) is 3.55 / 3.46 eV. The energy comes out at -657.518927 Ha. The net charge is -1. The value obtained for the energy relative to the best compared isomer or geometry (same formula, charge and spin) is 29.1 kcal per mole. The value obtained for the HOMO energy (alpha / beta) is 0.5 / -3.5 eV.

---

Entry 5:
Density functional theory data (the ωB97M-V functional and the def2-TZVPD basis) for a 2-piece molecular cluster, C3ClF2N overall at a distorted geometry.

Last column: natural (NBO) charge in e.
Element x y z (Å)
1 C 1.93166 0.47238 0.02271  0.0671
2 C 0.82135 -0.31719 -0.10014  -0.0493
3 C -1.94256 0.65401 -0.21263  0.6571
4 N 2.86105 1.15990 -0.06562  -0.1667
5 F -2.20186 0.40621 1.04911  -0.3387
6 F -2.26949 -0.40194 -0.87873  -0.3257
7 Cl 0.79986 -1.97338 0.18529  0.1561

Its spin multiplicity is 1. Its lowest unoccupied orbital energy (alpha / beta) is -2.54 / -2.50 eV. The energy comes out at -828.773187 Ha. The value obtained for the energy relative to the best compared isomer or geometry (same formula, charge and spin) is 113.9 kcal per mole. The value obtained for the HOMO energy (alpha / beta) is -9.8 / -9.8 eV.

---

Entry 6:
Density functional theory data (the ωB97M-V functional and the def2-TZVPD basis) for C3H5NS in the gas phase at a distorted geometry.

Last column: natural (NBO) charge in e.
Element x y z (Å)
1 C 0.19000 -0.02551 1.13067  -0.3456
2 C -0.82393 0.64629 1.51272  -0.0995
3 C 0.21224 -0.82738 -0.50364  -0.1851
4 N 0.39417 0.30152 -1.25510  -0.6431
5 S -0.85347 1.33392 -1.58718  0.0335
6 H 1.02389 -0.31774 1.74775  0.2269
7 H -1.68594 1.13491 1.40340  0.1985
8 H 0.91541 -1.61239 -0.55861  0.2065
9 H -0.70852 -1.29712 -0.58892  0.2131
10 H 1.33615 0.66350 -1.30110  0.3948

Its spin multiplicity is 1. Its lowest unoccupied orbital energy (alpha / beta) is -0.22 / -0.70 eV. The energy comes out at -570.070563 Ha. The value obtained for the energy relative to the best compared isomer or geometry (same formula, charge and spin) is 102.9 kcal per mole. The value obtained for the HOMO energy (alpha / beta) is -8.1 / -7.9 eV.

---

Entry 7:
Density functional theory data (the ωB97M-V functional and the def2-TZVPD basis) for C3H5N3O in the gas phase at a distorted geometry.

Last column: natural (NBO) charge in e.
Element x y z (Å)
1 C -0.64858 -0.05492 -0.19929  -0.1666
2 C -0.97741 1.29035 0.09270  0.4679
3 C 1.23576 -1.57737 -0.13538  -0.4048
4 N 1.44819 0.58788 0.56130  0.0660
5 N -2.13628 1.76327 -0.11493  -0.7517
6 N 0.68224 -0.27952 0.07706  -0.0888
7 O 0.04411 1.96410 0.60212  -0.4177
8 H -1.40044 -0.59998 -0.75931  0.2500
9 H 1.76846 -1.67156 -1.00690  0.2278
10 H 0.39517 -2.27836 -0.11475  0.2350
11 H 1.95434 -1.72497 0.56336  0.2280
12 H -2.36555 2.58110 0.43402  0.3548

Its spin multiplicity is 1. Its lowest unoccupied orbital energy (alpha / beta) is -1.16 / -1.29 eV. The energy comes out at -356.623463 Ha. The value obtained for the energy relative to the best compared isomer or geometry (same formula, charge and spin) is 146.8 kcal per mole. The value obtained for the HOMO energy (alpha / beta) is -8.4 / -8.4 eV.

---

Entry 8:
Density functional theory data (the ωB97M-V functional and the def2-TZVPD basis) for C2H2N4O2 in the gas phase at a distorted geometry.

Last column: natural (NBO) charge in e.
Element x y z (Å)
1 O 2.50582 -0.15375 -0.06175  -0.4771
2 C 1.38750 -0.05324 -0.03517  0.6944
3 N 0.53363 -1.28050 -0.02319  -0.1378
4 N -0.64250 -1.17606 0.18138  -0.1105
5 C -1.30659 0.02990 0.10421  0.6403
6 O -2.44733 -0.21719 -0.18535  -0.5356
7 N -0.74091 1.19346 0.08948  -0.4641
8 N 0.75822 1.15367 -0.09434  -0.4440
9 H -1.34953 2.07367 -0.03288  0.4459
10 H 1.03705 1.79990 0.52217  0.3885

Its spin multiplicity is 1. Its SMILES is O=c1nnc(=O)[nH][nH]1. Its lowest unoccupied orbital energy is -0.80 eV. The energy comes out at -446.791107 Ha. The value obtained for the energy relative to the best compared isomer or geometry (same formula, charge and spin) is 114.0 kcal per mole. The value obtained for the HOMO energy is -9.8 eV.

---

Entry 9:
Density functional theory data (the ωB97M-V functional and the def2-TZVPD basis) for a 2-piece molecular cluster, C5H13NO overall at a distorted geometry.

Last column: natural (NBO) charge in e.
Element x y z (Å)
1 C -1.87204 -0.27426 3.07533  -0.4050
2 C -0.70399 0.32608 2.86125  -0.1630
3 C -0.13527 0.66269 1.48872  -0.4599
4 C 0.12192 -0.62244 0.62863  -0.4054
5 C -0.22036 -0.36217 -0.85100  -0.2135
6 N -1.57396 0.19743 -0.95771  -0.8439
7 H -2.53037 0.02476 3.88535  0.2098
8 H -2.24200 -0.98143 2.33019  0.1814
9 H -0.22298 1.00272 3.56664  0.1918
10 H -0.63779 1.44615 0.90735  0.2430
11 H 0.84208 1.12215 1.61073  0.2010
12 H -0.40862 -1.45011 1.09548  0.1996
13 H 1.20006 -0.83853 0.62441  0.2109
14 H -0.13419 -1.25094 -1.47944  0.1738
15 H 0.47090 0.39538 -1.24010  0.1762
16 H -2.00918 -0.07245 -1.83175  0.3560
17 H -2.15460 -0.21753 -0.23552  0.3471
18 O 4.47481 0.45021 -5.09043  -0.9187
19 H 3.60690 0.86644 -5.08848  0.4595
20 H 4.12868 -0.42415 -5.29966  0.4593

Its spin multiplicity is 1. Its SMILES is C=CCCCN.O. Its lowest unoccupied orbital energy is 0.67 eV. The energy comes out at -328.233132 Ha. The value obtained for the energy relative to the best compared isomer or geometry (same formula, charge and spin) is 53.8 kcal per mole. The value obtained for the HOMO energy is -9.1 eV.